Record 1
Formula: C3H3NS2
Source: the Open Molecules 2025 dataset
Level of theory: wB97M-V/def2-TZVPD

Geometry as XYZ:
```
9
Properties=species:S:1:pos:R:3:forces:R:3
C -0.6219 -0.4510 1.3278 -0.661 -3.657 -2.145
C 2.8906 -0.0494 -0.2607 0.957 -1.347 0.977
C -2.0635 0.0777 -0.6442 -2.435 -0.065 -4.433
N -1.2888 -0.0775 0.4087 -0.472 1.251 0.131
S 2.9477 -1.6263 -0.0108 -0.471 2.192 -0.664
S 3.0917 1.5017 -0.2853 -0.513 -0.844 -0.308
H -0.0833 0.1982 1.8469 2.428 2.826 3.641
H -1.7692 -0.0099 -1.7370 0.442 -0.552 1.811
H -3.1035 0.4365 -0.6454 0.725 0.196 0.990
```
Positions in Å, forces in eV/Å.

For the LUMO energy (spin up / spin down), the calculation gives -0.3 / -1.2 eV. Its multiplicity is 3. Its expectation value of S² is 2.010. The HOMO-LUMO gap (spin up / spin down) is 5.15 / 8.55 eV. As for the net charge: 0. Its total energy is -967.01704 Ha. The strongest force on any atom is 5.21 eV/A. As for the energy above the lowest of the compared OMol25 structures with the same formula, charge and spin: 2.840 eV.

***

Record 2
Formula: C3H3NiO3
Source: the Open Molecules 2025 dataset
Level of theory: wB97M-V/def2-TZVPD

Geometry as XYZ:
```
10
Properties=species:S:1:pos:R:3:forces:R:3
O 0.4336 1.0339 0.3229 -0.578 1.409 -0.245
Ni 3.3375 -0.1665 -0.9664 2.887 0.709 -1.665
O 1.9498 -0.5309 0.0256 -4.231 -1.034 2.773
C 0.8275 -0.1861 0.3494 1.830 0.758 -2.100
O -0.2300 -1.0735 0.4940 -0.995 -1.342 -2.517
C -1.0215 -1.3424 -0.5367 2.148 -0.111 4.372
H -1.6602 -2.1495 -0.1206 -1.145 -0.001 -1.250
C -0.9075 1.4138 0.1799 -0.074 -1.079 0.392
H -1.1651 2.0891 -0.6306 0.388 0.151 0.305
H -1.5641 0.9121 0.8825 -0.229 0.541 -0.066
```
Positions in Å, forces in eV/Å.

For the LUMO energy (spin up / spin down), the calculation gives -12.2 / -13.3 eV. Its multiplicity is 4. Its expectation value of S² is 3.761. The HOMO-LUMO gap (spin up / spin down) is 6.13 / 5.02 eV. As for the net charge: +2. Its total energy is -1849.11593 Ha. The strongest force on any atom is 5.16 eV/A. As for the energy above the lowest of the compared OMol25 structures with the same formula, charge and spin: 5.809 eV.

***

Record 3
Formula: C3H3O2P
Source: the Open Molecules 2025 dataset
Level of theory: wB97M-V/def2-TZVPD

Geometry as XYZ:
```
9
Properties=species:S:1:pos:R:3:forces:R:3
C -1.1385 0.5976 1.1061 -0.552 0.676 0.925
C -1.4867 1.7226 1.7004 1.104 -3.480 -1.823
C 1.0026 0.2493 -0.7382 2.698 -1.482 -6.060
O -1.5521 -2.1865 0.8137 0.225 -0.415 -0.136
O 0.3133 -1.0136 -0.6497 -1.980 0.386 2.480
P -0.8323 -0.9735 0.5084 0.227 2.806 -0.444
H 0.6769 0.9924 -0.1296 -0.809 1.884 1.951
H 0.9385 0.5928 -1.8645 -0.567 -0.483 2.137
H 2.0782 0.0188 -0.7465 -0.346 0.107 0.969
```
Positions in Å, forces in eV/Å.

For the LUMO energy, the calculation gives -1.4 eV. The HOMO-LUMO gap is 9.23 eV. As for the net charge: 0. Its total energy is -607.79292 Ha. The strongest force on any atom is 6.80 eV/A. As for the energy above the lowest of the compared OMol25 structures with the same formula, charge and spin: 3.748 eV.

***

Record 4
Formula: C3H3O2S
Source: the Open Molecules 2025 dataset
Level of theory: wB97M-V/def2-TZVPD

Geometry as XYZ:
```
9
Properties=species:S:1:pos:R:3:forces:R:3
C -0.6485 -0.3016 -0.5681 -0.550 0.778 -0.830
C -1.8417 0.3016 -0.1698 2.062 -1.956 -0.429
C 2.6515 0.0548 0.6588 -0.668 0.121 0.911
O 3.0255 0.1910 -0.4030 1.135 0.228 -2.873
O 2.2857 -0.0500 1.7349 -0.507 -0.327 1.941
S -2.7875 0.0033 1.2066 -0.109 0.265 0.813
H -0.4132 -0.2806 -1.7107 0.047 0.173 2.271
H 0.0192 -0.8362 0.1586 -0.919 0.171 -0.930
H -2.2910 0.9178 -0.9072 -0.489 0.547 -0.875
```
Positions in Å, forces in eV/Å.

For the LUMO energy, the calculation gives 3.0 eV. The HOMO-LUMO gap is 5.33 eV. As for the net charge: -1. Its total energy is -664.81586 Ha. The strongest force on any atom is 3.10 eV/A. As for the energy above the lowest of the compared OMol25 structures with the same formula, charge and spin: 0.531 eV.

***

Record 5
Formula: C3H3O2Tl
Source: the Open Molecules 2025 dataset
Level of theory: wB97M-V/def2-TZVPD

Geometry as XYZ:
```
9
Properties=species:S:1:pos:R:3:forces:R:3
O 0.5148 -1.2013 -0.4103 -1.887 -1.032 0.639
Tl 2.9357 1.9106 0.6207 5.289 6.057 1.302
O 1.7802 0.4801 0.3066 -3.543 -5.195 -0.982
C 1.0081 -0.0143 -0.4869 0.383 0.232 0.241
C -0.8843 -1.0689 -0.1899 2.094 -0.246 -2.834
C -1.1529 0.2171 0.2129 -1.774 0.647 1.183
H -1.4559 -1.6992 -0.8676 -0.415 -0.884 0.454
H -0.9562 0.5409 1.2378 0.420 0.311 -0.012
H -1.7895 0.8351 -0.4233 -0.567 0.111 0.008
```
Positions in Å, forces in eV/Å.

For the LUMO energy (spin up / spin down), the calculation gives -19.3 / -17.9 eV. Its multiplicity is 2. Its expectation value of S² is 1.738. The HOMO-LUMO gap (spin up / spin down) is 6.36 / 8.87 eV. As for the net charge: +3. Its total energy is -437.37926 Ha. The strongest force on any atom is 8.15 eV/A. As for the energy above the lowest of the compared OMol25 structures with the same formula, charge and spin: 6.037 eV.

***

Record 6
Formula: C3H3O2Tm
Source: the Open Molecules 2025 dataset
Level of theory: wB97M-V/def2-TZVPD

Geometry as XYZ:
```
9
Properties=species:S:1:pos:R:3:forces:R:3
C -2.4101 -0.6396 -0.1693 0.315 -0.157 -0.882
C -1.2816 -0.4689 -1.0377 -1.992 -0.638 1.606
H -2.3263 -0.6386 0.9354 0.303 -0.036 -0.449
H -2.6802 0.4281 -0.4655 -0.070 0.102 -0.057
H -3.2671 -1.2558 -0.5043 0.347 0.227 -0.042
O 3.9121 0.5943 1.7564 -0.132 0.161 -1.572
C 3.9801 0.7690 0.5623 0.821 -0.114 2.213
Tm 0.9536 0.4479 -0.7167 1.958 0.681 0.006
O 3.1195 0.7637 -0.3606 -1.550 -0.227 -0.824
```
Positions in Å, forces in eV/Å.

For the LUMO energy (spin up / spin down), the calculation gives -6.6 / -6.2 eV. Its multiplicity is 4. Its expectation value of S² is 3.769. The HOMO-LUMO gap (spin up / spin down) is 3.60 / 6.67 eV. As for the net charge: +1. Its total energy is -1351.29235 Ha. The strongest force on any atom is 2.64 eV/A. As for the energy above the lowest of the compared OMol25 structures with the same formula, charge and spin: 0.993 eV.

***

Record 7
Formula: C3H3O3
Source: the Open Molecules 2025 dataset
Level of theory: wB97M-V/def2-TZVPD

Geometry as XYZ:
```
9
Properties=species:S:1:pos:R:3:forces:R:3
C -0.5004 -1.5730 0.8867 0.993 -3.866 -0.516
C -0.6153 -0.3637 0.5326 -0.199 3.094 -2.015
C -3.6867 0.2222 0.1198 -1.363 -1.130 0.869
O -4.1669 -0.4353 -0.7116 0.747 0.398 -0.615
O -3.4572 0.7867 1.1025 0.570 0.735 -0.213
O -0.2115 0.2656 -0.9797 -0.538 0.165 2.025
H -0.0262 -2.3279 0.1024 -0.827 1.483 1.312
H -1.0748 0.4864 1.0569 0.603 -0.248 -0.475
H -0.3315 -0.5226 -1.4948 0.015 -0.631 -0.373
```
Positions in Å, forces in eV/Å.

For the LUMO energy, the calculation gives 3.4 eV. The HOMO-LUMO gap is 5.80 eV. As for the net charge: -1. Its total energy is -341.77310 Ha. The strongest force on any atom is 4.02 eV/A. As for the energy above the lowest of the compared OMol25 structures with the same formula, charge and spin: 3.555 eV.

***

Record 8
Formula: C3H3O3
Source: the Open Molecules 2025 dataset
Level of theory: wB97M-V/def2-TZVPD

Geometry as XYZ:
```
9
Properties=species:S:1:pos:R:3:forces:R:3
C -1.9859 0.4468 -0.0076 -0.015 2.074 -0.816
C -0.8868 -0.5598 0.7667 -3.032 2.049 1.958
C 1.3540 -0.0289 0.3920 -2.975 -0.277 2.346
O -2.0267 -0.7491 -0.2292 -0.456 -2.025 -1.185
O 2.3408 -0.0575 -0.3418 2.093 0.708 -0.449
O 0.2220 -0.4789 -0.0331 3.151 0.544 -1.981
H -2.6381 1.2335 -0.7074 1.537 -1.868 2.160
H 1.4787 0.3865 1.4260 -0.226 -0.595 -0.851
H 2.1421 -0.1925 -1.2656 -0.077 -0.610 -1.183
```
Positions in Å, forces in eV/Å.

For the LUMO energy, the calculation gives -5.6 eV. The HOMO-LUMO gap is 8.99 eV. As for the net charge: +1. Its total energy is -341.32185 Ha. The strongest force on any atom is 4.15 eV/A. As for the energy above the lowest of the compared OMol25 structures with the same formula, charge and spin: 5.082 eV.

***

Record 9
Formula: C3H3O3
Source: the Open Molecules 2025 dataset
Level of theory: wB97M-V/def2-TZVPD

Geometry as XYZ:
```
9
Properties=species:S:1:pos:R:3:forces:R:3
C -0.0971 0.6280 -0.3255 7.917 1.717 -4.589
C 1.6751 -0.2688 -1.4035 1.167 -0.065 -0.746
C -0.9756 0.5953 0.5523 -7.893 -1.079 3.779
O 2.3055 0.5440 -0.8450 1.229 0.344 0.164
O 0.3101 -0.3718 -1.1633 -2.062 0.862 1.593
O -1.9596 0.8479 1.2864 -2.228 1.038 0.296
H 0.6740 1.5269 -0.2685 -1.295 -1.656 -0.586
H 2.0347 -1.0127 -2.1107 -0.269 -0.184 -0.130
H -3.0031 1.0032 1.0637 3.435 -0.977 0.218
```
Positions in Å, forces in eV/Å.

For the LUMO energy (spin up / spin down), the calculation gives -5.1 / -9.1 eV. Its multiplicity is 3. Its expectation value of S² is 2.007. The HOMO-LUMO gap (spin up / spin down) is 8.64 / 7.46 eV. As for the net charge: +1. Its total energy is -341.31785 Ha. The strongest force on any atom is 9.31 eV/A. As for the energy above the lowest of the compared OMol25 structures with the same formula, charge and spin: 1.243 eV.

***

Record 10
Formula: C3H3O3P
Source: the Open Molecules 2025 dataset
Level of theory: wB97M-V/def2-TZVPD

Geometry as XYZ:
```
10
Properties=species:S:1:pos:R:3:forces:R:3
C -1.1613 0.0560 0.1875 0.939 -1.125 -0.284
C -0.5195 1.2456 0.0778 -1.333 0.364 1.161
C -0.6073 -1.2138 -0.0387 -2.002 1.297 0.738
O -0.8773 -2.2865 -0.4444 0.883 -1.067 -0.152
O 0.6618 1.5466 -0.4344 1.726 1.323 -0.693
O 1.5823 0.4964 -0.6194 0.266 -0.864 -0.043
P 1.6893 -0.6474 0.6173 -0.621 0.576 -0.517
H -2.1658 0.0690 0.5893 -0.151 -0.203 -0.269
H -1.0020 2.1712 0.3618 0.013 -0.046 0.133
H 2.3999 -1.4372 -0.2967 0.280 -0.255 -0.072
```
Positions in Å, forces in eV/Å.

For the LUMO energy (spin up / spin down), the calculation gives -0.1 / -2.1 eV. Its multiplicity is 3. Its expectation value of S² is 2.031. The HOMO-LUMO gap (spin up / spin down) is 5.81 / 7.36 eV. As for the net charge: 0. Its total energy is -682.92646 Ha. The strongest force on any atom is 2.50 eV/A. As for the energy above the lowest of the compared OMol25 structures with the same formula, charge and spin: 5.268 eV.

***

Record 11
Formula: C3H3O3Pb
Source: the Open Molecules 2025 dataset
Level of theory: wB97M-V/def2-TZVPD

Geometry as XYZ:
```
10
Properties=species:S:1:pos:R:3:forces:R:3
O -0.1192 -2.1958 0.1142 0.034 0.448 0.463
O -0.0675 1.3038 -0.9107 1.581 1.861 0.204
C -0.4909 0.7571 0.1488 0.237 0.751 -1.051
O 0.2732 0.8960 1.1900 -1.147 -2.929 -0.059
C 0.0273 -0.4710 1.8142 1.270 1.101 3.262
H -0.5932 -0.3033 2.7113 0.210 0.218 -0.467
C -0.5368 -1.6781 1.1244 -0.998 0.006 -1.838
H -1.4975 -2.0214 1.5658 0.496 -0.289 0.263
H 1.0220 -0.7517 2.1921 -0.165 0.082 -0.169
Pb -1.5470 0.1812 -1.8163 -1.518 -1.249 -0.607
```
Positions in Å, forces in eV/Å.

For the LUMO energy, the calculation gives -6.0 eV. The HOMO-LUMO gap is 8.35 eV. As for the net charge: +1. Its total energy is -534.31018 Ha. The strongest force on any atom is 3.67 eV/A. As for the energy above the lowest of the compared OMol25 structures with the same formula, charge and spin: 1.793 eV.

***

Record 12
Formula: C3H3O3Pt
Source: the Open Molecules 2025 dataset
Level of theory: wB97M-V/def2-TZVPD

Geometry as XYZ:
```
10
Properties=species:S:1:pos:R:3:forces:R:3
O 0.4907 -0.5591 0.5244 2.446 0.751 -0.392
Pt 3.8450 0.5622 0.9268 11.072 4.845 8.018
O 2.6159 0.0097 -0.0236 -7.172 -3.618 -7.900
C 1.5008 -0.3706 -0.1446 -7.784 -2.393 0.524
O 0.8750 -0.8328 -1.7837 1.373 -0.468 -1.896
C -0.2534 -1.2396 -1.6721 -3.168 2.818 3.354
H -1.5596 -1.1515 -1.8784 1.824 -1.050 -2.960
C -0.9807 -1.0870 -0.4290 2.450 -1.100 0.443
H -1.1971 -2.0724 0.0171 -0.773 0.378 0.378
H -1.5811 -0.1627 -0.3873 -0.269 -0.162 0.430
```
Positions in Å, forces in eV/Å.

For the LUMO energy (spin up / spin down), the calculation gives -16.1 / -18.9 eV. Its multiplicity is 3. Its expectation value of S² is 2.004. The HOMO-LUMO gap (spin up / spin down) is 9.95 / 7.46 eV. As for the net charge: +3. Its total energy is -459.34879 Ha. The strongest force on any atom is 14.50 eV/A. As for the energy above the lowest of the compared OMol25 structures with the same formula, charge and spin: 3.542 eV.